(1)
60
Properties=species:S:1:pos:R:3:forces:R:3 method="wB97M-V/def2-TZVPD" e_tot_ev=-79590.2262 gap_ev=6.29 de_lowest_kcal_mol=27.5 multiplicity=1 largest_force_ev_per_a=2.2 lumo_ev=-4.130 total_charge=+1
Tl 0.068 -0.045 0.283 -0.3 -0.8 0.6
N 1.625 -2.390 3.771 0.1 -0.3 0.2
C 1.260 -1.320 3.057 -0.2 1.0 -0.4
S 2.300 -0.822 1.769 -0.4 0.5 -0.9
N 0.181 -0.669 3.421 -0.4 -1.2 1.8
N -0.269 0.304 2.692 0.1 0.9 -1.8
C -0.919 1.328 3.091 0.3 -1.0 0.6
C -1.179 2.407 2.159 -0.3 0.7 -0.4
C -1.954 3.503 2.551 0.2 -0.3 -0.1
C -2.064 4.590 1.705 0.1 -0.1 -0.2
C -1.379 4.565 0.497 0.0 0.0 0.1
C -0.649 3.431 0.174 -0.1 0.4 -0.1
N -0.567 2.379 0.967 0.2 -0.5 0.0
H 2.551 -2.763 3.652 -0.1 0.0 0.0
H 1.089 -2.640 4.586 0.0 0.0 0.0
H -1.192 1.467 4.135 0.1 -0.1 0.0
H -2.446 3.486 3.511 0.0 0.0 0.1
H -2.655 5.449 1.986 0.0 0.0 0.0
H -1.400 5.407 -0.174 0.0 0.1 -0.1
H -0.081 3.378 -0.743 0.0 0.1 -0.2
S 2.818 -6.731 -1.634 -0.1 0.4 0.5
C 3.468 -7.485 -0.246 0.0 0.1 -0.1
C 3.453 -6.667 0.842 0.1 -0.4 -0.1
C 2.898 -5.408 0.565 -0.2 0.2 -0.5
C 2.493 -5.270 -0.741 0.4 -0.9 0.3
C 1.885 -4.131 -1.377 -0.4 0.5 -0.8
C 1.534 -2.989 -0.625 0.1 -0.4 -0.1
N 0.978 -1.930 -1.148 -0.2 0.6 0.2
C 0.723 -1.874 -2.461 0.2 -0.6 -0.3
C 1.056 -2.953 -3.317 -0.1 0.5 0.4
C 0.834 -2.829 -4.721 -0.1 0.2 -0.3
C 0.306 -1.700 -5.245 0.1 -0.4 0.0
C -0.109 -0.626 -4.403 0.1 0.1 0.6
C -0.726 0.516 -4.911 -0.1 0.2 0.6
C -1.225 1.484 -4.048 0.5 -0.8 0.0
C -1.022 1.277 -2.665 -0.2 0.2 -0.4
N -0.345 0.263 -2.184 0.2 -0.2 0.9
C 0.088 -0.712 -3.002 -0.1 0.1 -0.7
C -1.910 2.648 -4.548 -0.5 0.8 -0.5
C -2.477 3.687 -3.849 0.3 -0.5 -0.1
C -3.075 4.649 -4.680 -0.1 0.2 -0.4
C -2.957 4.348 -6.003 0.1 -0.1 0.1
S -2.122 2.881 -6.263 -0.1 0.2 0.6
C 1.620 -4.094 -2.740 0.1 0.2 0.6
H 3.826 -8.493 -0.316 0.1 -0.2 0.0
H 3.823 -6.964 1.806 0.1 -0.1 0.2
H 2.802 -4.634 1.303 0.0 0.2 0.1
H 1.733 -2.957 0.435 -0.1 0.0 0.1
H 1.107 -3.656 -5.359 0.1 -0.1 -0.1
H 0.156 -1.590 -6.309 0.0 -0.1 -0.1
H -0.829 0.631 -5.981 0.0 -0.1 -0.1
H -1.449 1.951 -1.938 0.0 0.1 0.0
H -2.470 3.760 -2.777 0.0 0.0 0.2
H -3.573 5.530 -4.316 -0.1 0.1 0.0
H -3.322 4.904 -6.844 -0.1 0.1 -0.1
H 1.863 -4.942 -3.364 0.0 0.0 -0.1
O -1.567 -1.824 0.547 1.2 -0.1 0.1
C -2.514 -1.046 0.345 -1.3 -0.7 0.0
O -2.411 0.171 0.138 0.8 1.1 -0.2
H -3.533 -1.484 0.341 0.2 0.1 0.0

***

(2)
74
Properties=species:S:1:pos:R:3:forces:R:3 method="wB97M-V/def2-TZVPD" e_tot_ev=-337022.8635 gap_ev="5.93 / 6.33" de_lowest_kcal_mol=97.4 multiplicity=3 largest_force_ev_per_a=5.3 lumo_ev="-7.074 / -6.790" total_charge=+2
W -15.873 10.035 2.158 0.9 -1.0 -1.8
O -15.792 11.947 -0.216 -1.0 -0.8 0.4
N -16.500 10.780 0.236 -0.6 0.0 -0.9
C -17.366 10.295 -0.641 1.9 3.2 2.4
C -18.434 9.393 -0.386 -1.1 -0.2 -1.2
C -19.371 9.496 -1.460 -0.3 -2.8 1.0
C -20.455 8.600 -1.513 0.9 0.7 1.1
C -20.724 7.765 -0.433 0.7 -0.5 0.6
C -19.878 7.790 0.716 0.3 0.6 -1.4
C -18.668 8.545 0.705 -2.5 -0.1 -0.4
P -17.754 8.376 2.220 0.6 -0.9 -0.1
C -17.526 6.515 2.212 -1.2 0.3 1.3
C -16.610 5.974 1.358 0.7 0.3 -0.1
C -16.415 4.601 1.327 -0.3 0.1 -0.2
C -17.063 3.786 2.229 -0.4 0.0 0.8
C -18.113 4.272 3.012 0.6 0.2 -0.5
C -18.354 5.625 2.934 -1.0 0.9 0.6
C -18.890 8.813 3.569 -0.4 -2.2 1.5
C -20.030 9.582 3.396 0.2 2.1 -1.4
C -21.059 9.662 4.321 0.4 -0.5 0.5
C -20.912 8.904 5.473 0.2 0.2 -0.7
C -19.817 8.066 5.694 -0.1 0.3 0.4
C -18.804 7.981 4.761 -0.3 1.6 -1.6
H -14.796 11.724 -0.206 -0.1 -0.6 -0.2
H -17.498 10.944 -1.499 0.5 -0.3 -0.4
H -19.134 9.976 -2.377 0.3 0.9 -0.3
H -21.041 8.560 -2.401 -0.5 -0.1 -0.5
H -21.492 6.987 -0.565 0.2 0.6 0.5
H -20.082 7.212 1.617 -0.2 -0.1 -0.5
H -16.001 6.666 0.807 0.3 -0.1 -0.6
H -15.837 4.182 0.537 0.9 -0.3 -0.1
H -16.750 2.788 2.440 0.1 -0.7 -0.6
H -18.711 3.597 3.631 0.2 0.4 -0.2
H -19.247 5.993 3.442 0.4 0.0 0.1
H -20.070 10.312 2.552 -0.1 -1.0 0.3
H -21.961 10.269 4.196 0.6 -0.1 -0.2
H -21.684 9.021 6.183 -0.6 -0.3 1.0
H -19.793 7.531 6.636 0.2 -0.2 -0.2
H -17.965 7.315 4.841 0.1 -0.2 0.4
Br -9.396 8.290 1.420 1.2 0.0 -0.3
C -11.086 8.959 1.390 -0.4 1.1 -1.3
C -11.960 8.461 2.381 -0.7 -0.6 2.0
Br -11.408 7.254 3.685 0.4 -0.2 0.5
C -13.244 8.850 2.443 -0.3 -1.0 -1.3
Br -14.470 8.432 3.915 0.4 -0.3 -1.3
C -13.826 9.313 1.191 -2.5 1.1 1.9
O -15.023 8.769 0.821 1.1 -0.6 -0.2
C -12.975 10.200 0.395 0.9 2.8 -1.5
O -13.353 11.192 -0.321 0.2 -2.5 1.3
C -11.516 9.950 0.521 -0.3 -1.0 0.8
Br -10.273 10.951 -0.434 -0.4 0.0 -0.2
C -19.103 14.080 2.833 -0.7 -0.6 -1.0
C -18.044 14.089 1.765 1.8 2.2 0.2
N -16.979 13.180 2.110 1.7 -1.7 -0.1
C -16.817 12.533 3.281 -3.6 3.8 0.6
N -16.009 11.534 3.434 3.8 -2.1 1.0
C -15.128 11.571 4.709 -1.2 0.5 -0.3
C -16.090 11.576 5.903 -1.2 -0.2 0.4
C -17.535 12.119 5.558 0.4 -1.2 -0.2
N -17.562 12.916 4.353 0.7 0.2 -1.5
C -18.525 14.009 4.201 0.7 0.4 1.8
H -19.768 13.242 2.611 -0.1 -0.1 0.4
H -19.693 14.967 2.740 -0.4 0.5 0.0
H -17.494 15.104 1.770 -1.3 -1.1 -0.4
H -18.350 13.824 0.745 -0.3 0.4 0.4
H -16.265 13.032 1.354 -0.9 -0.2 1.0
H -14.478 12.459 4.625 -0.5 -0.3 0.1
H -14.481 10.687 4.727 -0.3 0.6 -0.1
H -15.732 12.147 6.762 0.4 -0.1 -0.2
H -16.310 10.546 6.256 0.6 0.5 -0.2
H -17.946 12.666 6.409 0.1 0.2 -0.3
H -18.208 11.258 5.366 0.3 0.2 0.3
H -17.973 14.923 4.483 -0.4 0.0 -0.4
H -19.269 13.875 5.009 0.1 0.0 -0.7

***

(3)
12
Properties=species:S:1:pos:R:3:forces:R:3 method="wB97M-V/def2-TZVPD" smiles="COC=O.O=BO" e_tot_ev=-11022.6255 gap_ev=11.62 de_lowest_kcal_mol=18.8 multiplicity=1 largest_force_ev_per_a=5.0 lumo_ev=0.403
C 0.859 1.416 0.144 -1.6 -4.6 1.0
O -0.293 1.408 1.097 2.8 1.2 -0.5
C -1.371 0.793 0.813 -1.1 -2.7 0.4
O -1.607 -0.065 -0.005 0.6 0.4 -1.1
H 1.224 2.321 0.247 2.1 4.3 0.7
H 0.460 1.325 -0.810 -0.7 -0.3 -1.8
H 1.624 0.598 0.288 -1.1 0.8 0.4
H -2.085 0.874 1.585 -1.1 1.1 1.2
O 1.942 -2.336 -1.051 2.9 -0.2 0.1
B 0.758 -2.323 -0.977 -1.5 0.4 -0.3
O -0.528 -2.203 -1.055 -1.5 -0.3 0.8
H -0.982 -1.807 -0.276 0.2 0.1 -0.9

***

(4)
62
Properties=species:S:1:pos:R:3:forces:R:3 method="wB97M-V/def2-TZVPD" e_tot_ev=-130758.4695 gap_ev=3.74 de_lowest_kcal_mol=77.8 multiplicity=1 largest_force_ev_per_a=5.3 lumo_ev=1.848 total_charge=-1
C 1.752 -0.685 4.413 0.0 0.1 0.0
C 1.664 -1.182 2.970 0.2 -0.6 -0.1
C 3.034 -1.176 2.266 0.1 0.1 0.0
C 0.621 -0.386 2.174 0.9 0.1 -0.1
C -0.755 -0.506 2.755 -0.5 0.4 0.3
N -1.721 0.044 1.804 -0.7 -0.6 1.1
C -3.052 0.299 2.202 1.0 -0.1 0.0
C -3.821 0.848 1.182 -0.3 0.0 0.2
C -5.157 1.190 1.454 0.6 -0.1 0.2
C -5.626 1.033 2.769 0.1 -0.1 0.2
C -4.818 0.500 3.792 0.1 0.1 -0.7
C -3.511 0.102 3.496 -0.6 0.2 0.0
S -2.839 1.021 -0.282 -0.4 0.3 0.1
C -1.418 0.362 0.526 2.0 -0.2 -2.0
N -0.260 0.162 -0.119 -2.6 0.0 4.6
C 0.628 -0.767 0.697 -0.6 0.7 -1.3
C 0.323 -2.242 0.445 -0.1 0.3 -0.5
C 1.194 -2.969 -0.375 -0.1 -0.3 0.2
C 1.050 -4.352 -0.506 0.0 0.0 0.2
C 0.029 -5.026 0.173 0.1 0.3 -0.1
C -0.931 -4.284 0.860 0.2 0.3 -0.1
C -0.811 -2.890 0.950 0.1 -0.5 -0.1
H 1.884 0.404 4.435 0.0 -0.1 0.1
H 0.839 -0.931 4.965 0.1 0.1 0.0
H 2.600 -1.148 4.934 -0.2 0.1 -0.1
H 1.326 -2.232 2.996 0.0 0.2 0.0
H 3.274 -0.178 1.870 0.0 -0.2 0.2
H 3.834 -1.473 2.961 -0.3 0.1 -0.2
H 3.057 -1.881 1.420 0.0 0.3 0.3
H 0.933 0.669 2.230 -0.2 -0.1 -0.1
H -1.015 -1.532 3.065 0.1 0.2 -0.4
H -0.833 0.084 3.666 0.1 0.2 0.1
H -5.790 1.581 0.659 0.1 0.0 0.3
H -6.646 1.338 3.016 0.3 -0.1 -0.2
H -5.188 0.397 4.814 0.0 0.0 -0.4
H -2.861 -0.324 4.250 -0.1 0.0 0.0
H 1.607 -0.539 0.285 0.2 -0.2 0.0
H 1.972 -2.434 -0.929 -0.1 -0.2 0.3
H 1.768 -4.908 -1.108 -0.2 0.1 0.1
H -0.032 -6.115 0.135 0.0 0.3 0.0
H -1.769 -4.778 1.345 0.1 0.1 -0.2
H -1.626 -2.316 1.380 0.2 -0.3 0.0
O 5.421 1.938 -3.668 0.2 0.6 0.0
C 4.394 2.353 -3.976 -0.4 -2.0 0.4
Co 2.792 2.941 -4.468 1.3 2.3 -0.1
C 2.617 4.295 -3.316 -1.2 1.5 1.8
O 2.428 5.117 -2.515 0.6 -1.2 -1.3
C 3.728 3.703 -5.828 -0.4 -0.2 -1.7
O 4.316 4.177 -6.710 -0.6 -0.5 1.5
C 1.706 1.365 -3.460 2.9 -3.2 -0.6
C 0.553 1.084 -2.839 -2.0 -0.2 2.9
C -0.202 0.272 -1.971 0.4 -0.4 -4.3
Co 0.322 2.103 -4.394 -1.3 4.0 -1.3
C -0.421 3.235 -3.247 -0.4 0.7 0.4
O -0.890 3.866 -2.399 0.0 -0.3 -0.2
C -1.018 1.620 -5.473 -0.2 -1.9 -1.5
O -1.871 1.291 -6.210 1.1 1.0 1.4
C 1.105 3.452 -5.545 -1.5 -0.7 -1.0
O 0.815 4.201 -6.414 0.9 -0.5 1.2
H 2.508 0.585 -3.452 -0.4 0.5 -0.3
H -1.302 0.417 -2.152 1.1 -0.5 0.2
H 0.092 -0.794 -1.996 0.0 0.3 0.6

***

(5)
23
Properties=species:S:1:pos:R:3:forces:R:3 method="wB97M-V/def2-TZVPD" smiles="C=NCC.O.O.O.O" e_tot_ev=-13032.8125 gap_ev=9.73 de_lowest_kcal_mol=51.3 multiplicity=1 largest_force_ev_per_a=2.3 lumo_ev=0.485
C 0.538 1.510 -0.107 -1.9 0.3 1.3
N 0.968 0.664 0.722 1.4 0.8 -0.4
C 0.172 -0.224 1.517 -0.5 -1.2 -1.0
C -1.281 0.235 1.661 -0.3 0.6 1.5
H -0.544 1.670 -0.321 0.4 -0.4 0.0
H 1.102 2.383 -0.389 1.0 -0.3 -0.7
H 0.188 -1.234 1.092 -0.1 0.1 -0.6
H 0.777 -0.469 2.412 -0.9 0.9 0.2
H -1.879 -0.436 2.287 0.2 -0.2 -0.2
H -1.262 1.173 2.240 -0.1 -0.1 -0.2
H -1.886 0.462 0.766 0.7 -0.5 0.1
O 3.998 -0.564 0.175 0.7 1.3 -0.1
H 4.917 -0.274 0.297 0.0 -0.8 0.0
H 3.625 0.327 0.050 -0.8 -0.6 0.1
O 1.497 -3.891 -1.208 0.0 0.2 -0.2
H 2.282 -3.401 -0.942 0.0 0.0 0.2
H 1.270 -3.490 -2.056 -0.1 -0.1 0.1
O -1.683 -3.197 1.410 -0.2 0.0 -0.3
H -2.482 -2.705 1.192 0.0 0.1 0.2
H -1.565 -3.744 0.626 0.3 -0.1 0.1
O -3.030 4.987 -4.168 0.0 -0.2 -0.2
H -2.368 4.526 -3.647 0.0 0.0 0.1
H -3.354 5.691 -3.609 -0.1 0.2 0.2

***

(6)
19
Properties=species:S:1:pos:R:3:forces:R:3 method="wB97M-V/def2-TZVPD" smiles=NCNCCS.O e_tot_ev=-19167.9509 gap_ev=10.04 de_lowest_kcal_mol=18.2 multiplicity=1 largest_force_ev_per_a=1.7 lumo_ev=0.794
N 0.447 2.390 1.251 0.7 -1.0 0.2
C -0.872 1.811 1.530 -0.9 1.1 -1.0
N -1.036 0.415 1.215 0.7 -0.1 0.5
C -1.139 0.139 -0.235 0.6 0.4 1.2
C -1.081 -1.375 -0.464 -0.8 0.0 1.4
S -0.022 -1.950 -1.787 -0.3 0.0 -0.8
H 0.619 2.436 0.257 -0.1 0.4 0.0
H 0.592 3.291 1.684 -0.1 0.0 -0.1
H -1.571 2.358 0.874 -0.4 -0.2 0.6
H -1.133 1.986 2.575 0.2 0.0 -0.1
H -0.194 -0.009 1.610 -0.2 -0.4 -0.3
H -0.264 0.565 -0.723 -0.1 0.3 -0.6
H -2.073 0.662 -0.508 0.4 -0.5 -0.5
H -2.091 -1.774 -0.551 0.0 0.0 -0.6
H -0.789 -1.837 0.490 0.3 0.1 -0.4
H 1.012 -2.376 -1.084 0.3 0.0 0.4
O 2.917 0.299 0.223 -0.1 0.0 -0.1
H 2.290 1.002 0.431 0.0 0.0 0.3
H 2.745 0.109 -0.704 0.1 -0.1 -0.1